{"formula": "C20H24N3RhS2Si2", "method": "ωB97M-V/def2-TZVPD", "symbols": ["Rh", "C", "Si", "C", "C", "C", "C", "C", "C", "C", "C", "N", "Si", "C", "C", "C", "H", "H", "H", "H", "H", "H", "H", "H", "H", "H", "H", "H", "H", "H", "H", "H", "H", "H", "H", "H", "H", "H", "S", "C", "C", "C", "C", "N", "C", "C", "C", "S", "C", "N", "H", "H"], "positions_angstrom": [[-0.638, 0.636, 0.917], [2.803, -1.132, 1.181], [2.433, 0.677, 0.922], [3.941, 1.566, 0.252], [1.976, 1.478, 2.559], [1.012, 0.893, -0.305], [0.688, 2.326, -0.505], [1.102, 3.262, -1.451], [0.548, 4.526, -1.399], [-0.428, 4.831, -0.448], [-0.821, 3.846, 0.430], [-0.237, 2.645, 0.412], [0.976, -0.161, -1.876], [2.651, -0.125, -2.724], [0.536, -1.930, -1.465], [-0.302, 0.534, -3.054], [3.569, -1.246, 1.951], [3.180, -1.602, 0.270], [1.913, -1.673, 1.506], [4.768, 1.474, 0.961], [3.745, 2.632, 0.113], [4.272, 1.154, -0.702], [2.822, 1.371, 3.243], [1.110, 1.022, 3.049], [1.773, 2.544, 2.443], [1.833, 2.995, -2.202], [0.863, 5.280, -2.108], [-0.879, 5.811, -0.400], [-1.591, 4.003, 1.174], [3.432, -0.573, -2.106], [2.967, 0.889, -2.979], [2.599, -0.696, -3.654], [1.285, -2.418, -0.842], [0.442, -2.507, -2.389], [-0.421, -1.973, -0.943], [-0.069, 1.542, -3.401], [-1.289, 0.550, -2.589], [-0.366, -0.109, -3.936], [-2.463, -0.105, -0.089], [-3.028, -1.548, 0.712], [-4.074, -2.310, 0.199], [-4.499, -3.433, 0.887], [-5.579, -4.217, 0.355], [-6.444, -4.842, -0.070], [-3.875, -3.805, 2.098], [-2.832, -3.047, 2.603], [-2.404, -1.921, 1.909], [-1.119, -0.883, 2.483], [-4.311, -4.971, 2.814], [-4.662, -5.901, 3.390], [-4.554, -2.028, -0.729], [-2.353, -3.334, 3.530]], "lowdin_charge": [0.458, -0.172, 0.434, -0.158, -0.177, -0.438, -0.386, -0.018, -0.037, -0.050, -0.089, -0.025, 0.442, -0.174, -0.163, -0.170, 0.039, 0.026, 0.022, 0.038, 0.033, 0.020, 0.042, 0.001, 0.032, 0.116, 0.115, 0.107, 0.122, 0.022, 0.026, 0.036, 0.022, 0.041, 0.002, 0.027, -0.005, 0.040, 0.682, -0.661, -0.044, -0.182, -0.176, 0.174, -0.182, -0.043, -0.663, 0.650, -0.177, 0.173, 0.124, 0.124], "energy_ha": -2426.7771, "spin_multiplicity": 1, "fmax_ha_per_bohr": 0.0225, "gap_ev": 7.02}

{"formula": "C2H5FN2O3", "method": "ωB97M-V/def2-TZVPD", "symbols": ["C", "C", "N", "N", "O", "O", "O", "F", "H", "H", "H", "H", "H"], "positions_angstrom": [[-0.249, -0.220, -1.260], [0.166, -0.026, 0.191], [0.663, 1.092, 0.544], [0.685, -1.126, 1.049], [1.198, -0.704, 2.058], [0.612, -2.249, 0.646], [-1.131, 0.832, -1.718], [-1.627, -0.478, 1.174], [-0.777, -1.235, -1.375], [0.638, 0.016, -1.856], [0.980, 1.066, 1.550], [0.624, 2.093, -0.041], [-1.783, 0.938, -0.963]], "lowdin_charge": [-0.162, -0.260, 0.196, -0.355, 0.084, 0.149, -0.080, -0.384, 0.158, 0.135, 0.152, 0.252, 0.116], "energy_ha": -514.1238, "spin_multiplicity": 1, "fmax_ha_per_bohr": 0.0944, "gap_ev": [9.67, 9.67]}

{"formula": "C42H33AsHfI2N7S2", "method": "ωB97M-V/def2-TZVPD", "symbols": ["Hf", "C", "C", "N", "N", "C", "N", "S", "C", "C", "C", "C", "C", "N", "H", "H", "H", "H", "H", "H", "H", "H", "H", "S", "C", "C", "C", "C", "C", "C", "As", "C", "C", "C", "C", "C", "C", "C", "C", "C", "C", "C", "C", "H", "H", "H", "H", "H", "H", "H", "H", "H", "H", "H", "H", "H", "H", "N", "C", "C", "C", "C", "C", "C", "C", "C", "C", "C", "C", "C", "N", "C", "C", "C", "C", "N", "H", "H", "H", "H", "H", "H", "H", "H", "H", "H", "I", "I"], "positions_angstrom": [[-1.016, 0.712, 1.993], [-4.943, -0.201, 3.903], [-3.640, -0.303, 3.262], [-2.783, 0.710, 3.219], [-3.025, 1.802, 4.056], [-1.917, 2.313, 4.617], [-2.069, 3.322, 5.512], [-0.328, 1.595, 4.388], [-3.290, -1.370, 2.402], [-3.823, -2.694, 2.423], [-3.296, -3.677, 1.583], [-2.303, -3.309, 0.676], [-1.765, -2.015, 0.707], [-2.181, -1.104, 1.604], [-4.946, 0.769, 4.399], [-5.168, -1.012, 4.634], [-5.761, -0.149, 3.140], [-2.931, 3.771, 5.736], [-1.237, 3.799, 5.839], [-4.647, -2.916, 3.098], [-3.492, -4.749, 1.749], [-1.957, -4.035, -0.039], [-0.926, -1.753, 0.085], [1.190, -0.745, 2.152], [2.259, -2.149, 1.984], [3.100, -2.551, 3.038], [3.925, -3.648, 2.958], [3.989, -4.376, 1.744], [3.363, -3.872, 0.619], [2.494, -2.751, 0.699], [1.587, -1.993, -0.859], [1.269, -3.496, -2.052], [1.486, -3.425, -3.453], [0.876, -4.393, -4.235], [0.153, -5.439, -3.695], [-0.013, -5.475, -2.312], [0.540, -4.558, -1.484], [3.067, -1.022, -1.858], [4.416, -0.997, -1.462], [5.221, 0.102, -1.753], [4.811, 1.100, -2.618], [3.513, 0.993, -3.157], [2.665, 0.006, -2.744], [3.019, -1.971, 3.946], [4.556, -3.900, 3.825], [4.410, -5.397, 1.698], [3.479, -4.332, -0.399], [2.032, -2.569, -3.887], [0.929, -4.267, -5.336], [-0.268, -6.192, -4.337], [-0.633, -6.268, -1.893], [0.367, -4.602, -0.404], [4.823, -1.767, -0.858], [6.194, 0.146, -1.264], [5.481, 1.929, -2.859], [3.147, 1.766, -3.794], [1.617, 0.064, -2.985], [-0.415, 7.132, -6.266], [-0.330, 6.515, -5.301], [-0.394, 5.659, -4.179], [-0.554, 6.230, -2.898], [-0.731, 5.390, -1.821], [-0.591, 3.980, -1.958], [-0.391, 3.450, -3.219], [-0.307, 4.288, -4.344], [-0.713, 3.113, -0.776], [-1.722, 2.143, -0.751], [-2.587, 1.788, -1.849], [-3.615, 0.999, -1.306], [-3.351, 0.909, 0.037], [-2.231, 1.585, 0.410], [0.223, 3.222, 0.269], [1.307, 4.137, 0.315], [2.131, 3.767, 1.377], [1.541, 2.687, 1.963], [0.363, 2.341, 1.341], [-0.503, 7.313, -2.781], [-0.948, 5.807, -0.835], [-0.431, 2.372, -3.419], [-0.185, 3.835, -5.357], [-2.492, 2.145, -2.865], [-4.531, 0.603, -1.835], [-3.992, 0.462, 0.783], [1.439, 4.975, -0.368], [3.092, 4.178, 1.641], [1.996, 2.096, 2.777], [-0.284, -2.672, 4.014], [-2.414, -3.904, 5.248]], "lowdin_charge": [1.369, 0.004, -0.279, -0.150, -0.011, -0.798, 0.101, 0.600, -0.261, -0.070, -0.044, -0.014, -0.137, -0.109, 0.074, 0.113, 0.125, 0.105, 0.099, 0.102, 0.135, 0.101, 0.030, 0.367, -0.720, -0.178, -0.064, -0.075, -0.114, -0.410, 1.318, -0.400, -0.090, -0.097, -0.077, -0.110, -0.162, -0.339, -0.096, -0.091, -0.071, -0.095, -0.158, 0.094, 0.120, 0.117, 0.123, 0.101, 0.119, 0.104, 0.109, 0.098, 0.083, 0.109, 0.110, 0.092, 0.081, 0.183, -0.186, -0.231, 0.001, -0.008, -0.174, -0.025, 0.001, -0.029, -0.244, 0.029, -0.048, -0.173, -0.083, -0.241, 0.029, -0.047, -0.187, -0.123, 0.131, 0.132, 0.121, 0.144, 0.107, 0.133, 0.103, 0.120, 0.113, 0.088, 0.342, 0.142], "total_charge": 1, "energy_ha": -5678.9859, "spin_multiplicity": 1, "fmax_ha_per_bohr": 0.0830, "gap_ev": 5.60}